Formula: C10H12NO2S
Source: the Open Molecules 2025 dataset
Level of theory: ωB97M-V/def2-TZVPD

Element x y z (Å)
C: 0.59 -2.20 -0.36
C: 0.16 -0.79 -0.70
C: 1.89 -2.22 -0.05
C: 1.73 1.33 -0.19
C: 1.36 -0.02 -0.27
C: 2.38 -0.88 0.08
C: -0.94 -0.34 0.21
C: 3.07 1.43 0.12
C: -3.81 -0.55 -0.03
C: -3.09 0.81 0.09
N: 3.89 2.53 0.00
O: -0.86 -0.78 1.41
O: -1.67 0.54 -0.31
S: 3.82 -0.10 0.44
H: -0.04 -3.04 -0.53
H: -0.19 -0.64 -1.67
H: 2.47 -3.02 0.24
H: 1.23 2.15 -0.75
H: -3.53 -0.92 -1.10
H: -3.49 -1.23 0.75
H: -4.89 -0.25 -0.09
H: -3.27 1.32 1.11
H: -3.40 1.51 -0.65
H: 3.49 3.33 -0.21
H: 4.68 2.53 0.58
H: -1.58 -0.50 1.89

Properties
* energy relative to the best compared isomer or geometry (same formula, charge and spin): 15.3 kcal per mole
* total charge: +1
* gap between HOMO and LUMO: 0.2453 hartree
* HOMO energy: -10.41 eV
* LUMO level: -3.7 eV